[1]
The following is a DFT calculation (ωB97M-V/def2-TZVPD) of a structure of composition C4H36BO26.

Structure (XYZ):
```
67
Properties=species:S:1:pos:R:3:forces:R:3
O -63.6240 -2.8836 -19.7768 -2.16 2.03 -4.07
C -64.4431 -2.9048 -20.7728 8.53 -5.83 7.94
O -64.7300 -4.0933 -21.1826 -1.58 0.20 -1.84
B -65.8661 -3.8671 -22.0856 1.54 0.40 -0.36
O -66.0318 -2.3908 -22.1021 -1.89 -2.12 -2.94
C -65.2025 -1.9034 -21.2901 -3.04 2.94 -0.33
O -65.3949 -0.8580 -20.7846 0.69 3.53 1.53
O -67.0791 -4.4861 -21.6355 -0.52 0.20 0.61
C -67.5612 -5.1486 -22.6451 -1.24 -1.96 2.40
O -68.5038 -5.8862 -22.6248 -0.37 0.13 1.09
C -66.6613 -5.0488 -23.7252 -0.96 -0.34 -10.11
O -65.6038 -4.3985 -23.4540 1.17 0.66 1.83
O -66.9877 -5.3077 -24.9534 1.38 0.31 5.14
O -64.7991 0.0138 -24.0224 5.27 2.74 -1.27
H -65.2455 0.7558 -23.7123 -1.13 1.98 0.99
H -65.3455 -0.6648 -23.9356 -4.06 -4.71 0.27
O -67.7494 0.1015 -22.0886 2.07 -0.06 1.82
H -68.5354 0.4295 -21.6169 0.79 -0.16 0.08
H -66.9259 0.0469 -21.4133 -2.81 0.21 -1.96
O -64.8175 -4.0375 -26.2722 -1.27 1.68 2.57
H -64.4983 -4.6757 -26.8439 0.87 -2.04 -1.71
H -65.3214 -4.5088 -25.5567 0.49 0.52 -1.33
O -68.9734 -2.2808 -21.1901 -6.34 0.46 -0.35
H -68.2114 -1.9069 -21.4140 5.19 2.83 -2.15
H -69.3178 -2.8226 -21.8342 -1.08 -1.42 -2.94
O -69.9383 -6.2041 -24.6584 0.11 -0.98 -1.29
H -69.7202 -6.0261 -23.7440 -0.07 -0.16 -0.24
H -69.1987 -6.8202 -24.9355 -1.04 1.17 0.62
O -66.7695 -5.0276 -18.5420 -0.46 0.26 -3.50
H -67.2001 -4.9824 -17.7216 -1.12 0.00 1.68
H -67.4355 -4.5953 -19.2181 1.53 -0.33 2.09
O -64.7192 1.7366 -21.2461 0.77 -2.11 1.44
H -64.5021 0.8451 -20.7430 -0.92 2.73 -1.60
H -65.5943 2.0045 -20.9390 0.16 -0.23 0.07
O -66.9645 -1.6715 -24.6660 7.22 3.58 -5.17
H -67.6012 -1.9824 -24.2048 -6.88 -3.48 4.38
H -66.8522 -2.0640 -25.5443 -0.39 -0.18 0.59
O -67.8036 -8.0331 -24.9862 1.81 -0.52 0.14
H -66.8148 -7.9972 -24.9038 -1.16 0.36 0.37
H -67.8567 -8.3107 -25.8973 -0.49 -0.21 -0.59
O -62.1902 -6.2869 -21.2794 4.20 0.08 -3.06
H -62.9914 -6.4288 -20.9085 -3.80 -0.20 2.52
H -61.6976 -5.5988 -20.8050 -0.63 -0.11 0.49
O -68.2825 -2.9765 -19.3318 1.63 -2.29 4.84
H -68.6808 -3.0208 -20.2295 0.61 0.80 1.20
H -67.7618 -2.2035 -19.0493 -0.61 -0.37 -0.98
O -65.8004 -8.0592 -21.5350 -3.28 -0.30 -0.94
H -66.8677 -8.1529 -21.6817 4.30 0.41 0.11
H -65.3128 -7.9237 -22.3933 -1.32 -0.01 0.69
O -61.1438 -4.1949 -19.8699 -1.66 2.93 -1.08
H -60.8149 -3.7924 -20.7224 -0.22 -0.60 1.33
H -61.9895 -3.5691 -19.7123 2.18 -2.20 -0.26
O -67.6927 -0.1751 -18.9855 1.57 -0.16 3.45
H -66.8405 -0.2203 -18.3185 -3.39 0.20 -2.34
H -68.5215 -0.2272 -18.4039 1.96 0.07 -1.00
O -64.4214 -7.5999 -23.9497 -6.92 16.67 -4.01
H -64.0948 -8.2985 -23.7627 7.89 -13.38 3.83
H -63.9211 -6.6963 -23.8579 -0.74 -3.36 0.11
O -64.6905 -3.5021 -17.5133 -0.53 -0.09 1.83
H -64.2079 -2.9931 -18.1625 -0.36 -0.43 -0.47
H -65.4069 -4.0724 -17.8568 0.78 0.63 -0.66
O -64.5193 -6.5576 -19.4719 -3.61 1.38 -0.79
H -64.8375 -7.0739 -20.2629 0.28 0.31 1.18
H -65.4175 -5.9655 -19.3161 3.28 -2.00 -0.08
O -70.0693 -6.6537 -20.3930 0.27 1.99 -2.52
H -70.8087 -6.1032 -20.8256 1.60 -1.36 1.07
H -69.2824 -6.4103 -21.0212 -2.07 -0.69 1.61
```
Positions in Å, forces in eV/Å.

HOMO energy   -7.594 eV
Total charge   -1

[2]
The following is a DFT calculation (ωB97M-V/def2-TZVPD) of a cluster of 14 separate species, C4H36N2O14 in total.

Structure (XYZ):
```
56
Properties=species:S:1:pos:R:3:forces:R:3
C -0.1086 0.5267 -0.9810 -0.32 -0.75 -0.42
N -1.3825 0.8901 -0.8190 0.42 0.58 0.27
C -1.7392 1.4997 0.4672 -0.47 -0.57 -0.25
C -2.5029 0.6191 -1.7618 0.33 -2.20 0.52
C -2.1844 -0.2467 -3.0252 -0.66 0.80 -0.35
N -2.7137 -1.6252 -3.0701 0.65 0.86 -0.01
O 0.8544 0.7854 -0.2427 -0.83 0.40 0.00
H 0.0571 -0.0955 -1.8431 0.04 -0.23 -0.29
H -1.4726 0.8262 1.2840 0.22 0.19 0.05
H -2.8229 1.5750 0.4843 -0.04 0.28 0.08
H -1.2914 2.4779 0.6084 -0.03 0.14 0.02
H -3.1346 -0.0548 -1.1807 -0.55 0.31 0.10
H -3.0762 1.5147 -1.9639 0.27 0.34 -0.12
H -2.6265 0.2575 -3.8885 0.06 0.36 0.12
H -1.1190 -0.1905 -3.1840 0.24 -0.37 -0.33
H -1.9401 -2.2746 -3.1336 -0.30 -0.15 0.34
H -3.3250 -1.8516 -2.2919 0.43 -0.21 -0.11
H 1.2136 1.4551 -4.1073 0.05 -0.29 -0.54
H 1.1899 2.2978 -2.8698 0.04 -0.55 0.05
O 1.1140 1.3595 -3.1621 0.18 1.03 0.03
H 1.6632 3.5419 -0.8793 -0.35 1.57 0.55
H 2.2912 2.4749 -1.3715 1.13 -0.56 -0.55
O 2.2754 3.4136 -1.6075 -0.66 -0.97 0.35
H -2.2309 -1.9494 2.7709 -0.11 -0.10 0.80
H -3.6260 -2.7400 2.5322 0.84 0.49 0.17
O -2.9746 -2.1009 2.1922 -0.70 -0.07 -0.65
H -0.3583 -2.2028 1.3158 0.23 0.35 -0.11
H -0.9878 -3.5165 1.5188 -0.10 -0.25 -0.24
O -0.5468 -3.0144 0.8223 0.16 -0.09 0.25
H 2.0869 -2.9596 0.9571 0.63 0.99 -0.29
H 2.8591 -1.6796 0.3614 -0.20 -0.30 -0.71
O 2.6725 -2.1898 1.1472 -0.37 -1.01 0.48
H 2.0528 2.2439 1.5429 -0.07 -0.03 -0.92
H 0.7035 2.4655 0.8394 0.68 -0.16 0.57
O 1.3530 2.9226 1.4161 -0.19 0.11 -0.12
H -2.9619 -2.0542 -0.0745 -0.77 0.83 0.69
H -2.3128 -3.2140 -0.4281 -0.73 -0.56 -0.37
O -3.2298 -2.8633 -0.5070 1.32 -0.50 -0.02
H -2.0379 2.0554 4.4706 0.14 -0.08 -0.05
H -0.6384 1.5230 4.0646 -0.02 0.14 0.11
O -1.5656 1.2614 4.2005 -0.51 -0.15 -0.05
H 1.0041 -0.2244 3.0172 -0.42 -0.35 0.28
H 1.3591 -1.2298 1.9976 0.46 -0.40 0.02
O 0.7853 -1.1425 2.7707 -0.32 0.84 -0.05
H 1.2459 2.3422 3.0247 -0.47 0.32 0.39
H 1.4026 2.4727 4.6095 -0.35 -0.50 -0.84
O 0.9968 1.9451 3.8889 0.78 0.27 0.73
H 3.1116 0.2755 0.5641 0.45 0.15 -0.55
H 3.8144 0.7447 1.9058 -0.23 -0.33 -0.50
O 2.9888 0.7217 1.3990 0.09 0.65 1.58
H 2.6750 -2.1358 -2.9304 0.42 -0.06 0.27
H 1.6144 -3.2542 -2.8505 0.15 -0.18 0.14
O 1.7868 -2.3724 -3.1806 -0.62 0.29 -0.33
H 2.4720 0.3494 -1.5614 -0.01 -0.17 0.35
H 3.9055 0.2415 -2.0139 0.58 0.05 -0.26
O 3.3613 0.1029 -1.2438 -0.61 -0.18 -0.31
```
Positions in Å, forces in eV/Å.

HOMO energy   -8.928 eV

[3]
The following is a DFT calculation (ωB97M-V/def2-TZVPD) of a cluster of 14 separate species, C4H36N2O14S in total.

Structure (XYZ):
```
57
Properties=species:S:1:pos:R:3:forces:R:3
O 0.2042 0.5935 -1.8383 0.21 0.14 0.07
C 0.1417 0.8144 -0.6180 0.84 -0.13 -1.38
N 1.1548 1.4308 0.0269 -0.70 0.40 0.77
C 1.3308 1.3367 1.4726 0.67 -0.28 0.15
C 1.3905 2.6462 2.2147 -0.59 1.31 0.20
S 2.8909 3.6245 1.7800 -0.44 0.15 0.01
C -1.1444 0.4833 0.1013 0.94 -0.63 0.95
N -2.1487 -0.2124 -0.6619 -0.17 -0.13 -1.41
H 1.9855 1.7936 -0.4840 -0.78 -0.81 -0.04
H 2.3261 0.8964 1.6283 -0.29 -0.45 0.10
H 0.5845 0.6691 1.9031 0.14 0.10 0.03
H 1.3088 2.5877 3.3068 0.44 -0.68 -0.23
H 0.5104 3.2690 1.9941 0.32 -0.07 -0.39
H 3.6507 2.6269 1.3099 -0.08 -0.08 0.08
H -1.4482 1.4783 0.4480 -0.56 -0.24 0.22
H -0.9135 -0.1586 0.9806 -0.11 0.64 -0.69
H -2.1502 0.1263 -1.6276 -0.21 0.69 0.29
H -1.8624 -1.1624 -0.8969 0.23 -0.18 0.91
H 3.6429 0.9873 -1.9556 0.29 -0.03 0.13
H 3.8506 0.7346 -0.4520 0.17 -0.06 -0.12
O 3.5671 1.4090 -1.0797 0.46 0.12 -0.06
H -1.3948 4.1968 0.7675 -0.24 -0.10 0.01
H -2.8283 3.9510 1.3062 -0.01 0.35 0.00
O -1.9134 3.6807 1.4166 -0.01 -0.27 0.12
H -3.2837 1.8323 1.5960 0.02 0.03 0.12
H -4.6105 1.2882 1.1124 -0.05 -0.22 -0.06
O -3.9316 1.1379 1.7803 0.02 0.47 -0.01
H -3.0758 -2.9504 0.6212 -0.67 0.24 -0.30
H -3.7790 -2.7688 -0.8025 -0.68 0.26 0.54
O -3.0406 -3.1296 -0.3218 1.51 -0.98 -0.35
H -3.9723 -0.9087 0.0946 -0.42 0.23 -0.57
H -4.8066 -0.9397 1.2722 -0.65 -0.12 0.08
O -4.9011 -1.1416 0.3311 0.98 0.31 0.45
H -0.7002 -3.8025 -1.0651 -0.06 0.19 0.09
H -0.3922 -2.6289 -2.0186 0.64 -0.18 0.31
O -0.0341 -3.1182 -1.2323 -1.13 -0.60 -0.18
H -1.9762 0.3833 2.3769 -0.47 -0.12 0.21
H -2.5201 -0.8596 3.1118 -0.09 0.28 0.00
O -1.7124 -0.3972 2.8700 0.46 -0.42 0.37
H 0.9480 -2.3821 -3.4253 -0.02 -0.11 -0.16
H 0.4744 -1.0442 -2.8818 -0.56 -0.07 -0.39
O 0.1730 -1.8031 -3.4302 0.49 0.54 0.27
H 0.5096 -2.8341 0.3415 0.13 0.26 0.19
H 0.4510 -2.4368 1.8568 0.12 -0.05 -0.19
O 1.0523 -2.6946 1.1456 -0.08 0.13 0.20
H 3.0615 -1.7380 0.4920 -0.51 -0.57 0.61
H 3.8181 -2.9300 1.2140 -0.69 -0.30 0.21
O 3.9033 -2.0725 0.8112 1.03 0.95 -0.74
H 0.2309 4.3237 -1.0776 0.00 0.44 0.08
H -0.9579 3.4486 -1.0544 -0.29 0.16 -0.13
O -0.7258 4.3821 -0.9389 0.45 -0.62 -0.10
H 1.8501 -4.0080 -1.4844 -0.06 0.35 0.29
H 3.0542 -3.1358 -0.9911 0.02 -0.07 0.48
O 2.6601 -3.5630 -1.7501 0.36 -0.06 -0.98
H 3.5210 -1.1285 -3.1438 0.24 0.11 -0.13
H 2.5367 0.0078 -3.0714 0.14 0.03 -0.45
O 3.4406 -0.1910 -3.3807 -0.71 -0.23 0.52
```
Positions in Å, forces in eV/Å.

HOMO energy   -9.373 eV

[4]
The following is a DFT calculation (ωB97M-V/def2-TZVPD) of a cluster of 13 separate species, C4H36NO12S in total.

Structure (XYZ):
```
54
Properties=species:S:1:pos:R:3:forces:R:3
C 1.8202 0.6663 0.4079 1.30 0.20 0.49
C 0.5233 0.5712 -0.3955 -1.79 -0.99 1.18
C 0.6218 0.4808 -1.9146 1.50 2.90 0.37
C -0.5953 1.0842 -2.6911 0.61 -0.73 1.21
S -0.1704 2.4080 -3.8075 -0.52 -0.15 -2.12
N -0.2324 -0.7490 0.1588 0.41 0.81 -1.48
H 2.7223 0.2191 -0.0954 -0.88 1.44 -0.36
H 1.9005 0.0117 1.2833 -1.01 0.65 0.06
H 1.9220 1.7051 0.7968 0.25 -0.86 -0.60
H -0.2423 1.3439 -0.0674 1.27 -0.57 -0.43
H 1.5865 1.0394 -2.2489 -2.08 -0.53 0.89
H 0.9970 -0.4880 -2.1626 -0.57 -1.17 -0.49
H -1.4305 1.4782 -2.1003 0.43 -0.46 0.54
H -1.0016 0.2533 -3.2463 -0.34 0.19 -0.81
H 0.5874 3.2543 -3.1470 0.37 0.04 1.06
H 0.0529 -1.5543 -0.4273 -0.34 0.72 0.50
H -1.2685 -0.6626 0.1476 0.50 -0.02 -0.02
H 0.1775 -0.9089 1.0868 -0.45 -0.27 0.29
H -0.7594 -5.2576 -0.8094 0.14 -0.40 -0.05
H -0.9171 -4.9305 0.6403 0.72 -0.40 -0.29
O -0.3315 -5.4474 0.0403 -1.27 0.63 0.30
H -0.0596 -1.8609 3.1190 0.95 0.71 -0.49
H 1.3839 -1.9331 2.6021 -0.70 0.87 0.00
O 0.6870 -1.2685 2.8300 -0.11 -1.21 0.76
H 2.8865 -1.7238 0.5210 0.82 -0.67 -0.33
H 1.6776 -2.7987 0.0664 1.62 0.63 0.09
O 1.9612 -1.9063 0.4530 -1.23 -0.84 0.33
H -2.6003 -0.5861 2.2278 -0.32 0.35 0.48
H -3.5114 -1.2805 3.2950 0.18 0.23 -0.36
O -3.1246 -1.3859 2.4095 -0.06 -0.22 0.61
H 2.2140 4.5290 0.3375 -0.22 0.64 0.14
H 2.7156 3.1953 -0.0534 -0.28 -0.11 -0.28
O 1.9472 3.7701 -0.1790 0.42 -0.28 -0.01
H -0.5394 3.6848 -0.2034 -0.28 -0.23 0.79
H -1.4008 4.6468 -0.8173 -0.83 -0.10 0.68
O -1.4286 4.0558 -0.0336 1.22 0.24 -1.41
H -1.9698 -2.5276 2.3423 1.22 -1.07 -0.85
H -1.2647 -3.9570 2.4183 -0.05 0.08 0.26
O -1.1444 -3.0812 2.0354 -1.40 0.43 0.55
H 2.4926 -4.3553 -1.0173 0.02 -0.28 0.04
H 1.0388 -4.6854 -0.3979 0.48 0.04 -0.28
O 1.6069 -4.0201 -0.8669 -0.48 -0.19 -0.08
H -3.6424 -1.4217 -0.1828 0.57 -0.32 -0.64
H -3.5645 -0.2510 0.5915 0.29 0.88 0.14
O -3.0645 -0.6436 -0.1329 -0.97 -0.34 0.07
H 0.7515 1.1167 3.3580 -1.37 0.06 -1.12
H 0.5491 2.4702 3.6593 -0.48 1.25 0.03
O 0.1332 1.8479 3.0590 1.97 -1.40 1.20
H -1.7064 1.6455 3.0125 0.41 0.58 -0.28
H -2.7466 2.2131 1.9432 0.34 0.59 -0.07
O -2.5009 1.4774 2.4971 -0.79 -1.46 0.02
H 3.8497 1.8433 -2.4213 0.54 0.47 -0.24
H 3.8121 0.5200 -3.2271 0.58 -0.18 -0.71
O 3.3941 1.0190 -2.5410 -0.32 -0.20 0.74
```
Positions in Å, forces in eV/Å.

HOMO energy   -11.065 eV
Total charge   +1

Question: Which value of HOMO energy does entry 1 give?
Answer: -7.594 eV

Question: What is the HOMO energy in the fourth record?
Answer: -11.065 eV